# C13H23AlN3O4

C13H23AlN3O4 as an isolated structure at a distorted geometry (ωB97M-V with the def2-TZVPD basis set, the OMol25 dataset).

Summary:
DFT total energy = -1216.590045 Eh
LUMO energy = 1.8 eV
total charge = -1
HOMO-LUMO gap = 5.589 eV

XYZ file:
```
44
Properties=species:S:1:pos:R:3:lowdin_charge:R:1
C -2.42 5.39 -3.42 -0.166
C -0.95 5.48 -3.23 -0.246
Al 0.44 4.26 -4.20 0.285
C 2.26 4.70 -3.27 -0.251
O 2.26 4.19 -1.89 -0.200
C 1.74 2.82 -1.85 -0.334
C 0.29 2.35 -1.23 -0.058
O 2.54 1.86 -2.39 -0.070
O 0.51 4.63 -6.08 -0.236
N 0.90 3.49 -6.73 -0.139
O 1.76 2.91 -6.09 -0.106
H -3.05 4.99 -2.48 0.043
H -2.90 5.70 -4.45 0.044
H -0.55 6.31 -2.48 0.045
H 0.07 2.71 -4.08 -0.016
H 3.18 4.38 -3.92 0.075
H 2.26 5.89 -3.20 0.079
H 0.12 1.23 -1.59 0.091
H 0.23 2.40 -0.05 0.073
H -0.61 2.97 -1.72 0.069
C 1.91 -1.45 -0.34 -0.100
C 1.69 -1.99 1.07 -0.269
C 0.21 -2.03 1.48 -0.217
C -0.37 -0.68 1.57 -0.222
N -0.84 0.38 1.63 0.143
H 1.58 -0.41 -0.42 0.056
H 2.97 -1.49 -0.59 0.078
H 1.36 -2.04 -1.08 0.081
H 2.26 -1.39 1.78 0.112
H 2.09 -3.01 1.12 0.104
H 0.13 -2.52 2.45 0.092
H -0.36 -2.63 0.76 0.114
C -1.16 -4.44 5.77 -0.113
C -2.35 -4.54 4.83 -0.270
C -2.23 -5.69 3.83 -0.196
C -1.11 -5.50 2.90 -0.216
N -0.22 -5.36 2.17 0.156
H -0.24 -4.22 5.23 0.071
H -1.32 -3.63 6.49 0.075
H -1.03 -5.37 6.33 0.075
H -2.47 -3.59 4.30 0.114
H -3.26 -4.68 5.43 0.109
H -3.16 -5.76 3.26 0.119
H -2.12 -6.64 4.36 0.120
```